# 1
ORCA calculation (wB97M-V/def2-TZVPD) on a molecular structure, C44H51AsGeN6ReSb2.

Cartesian coordinates (Å):
Re 0.534 -1.193 0.162
C -3.795 -1.429 -0.081
Sb -1.881 -2.290 -0.450
C -2.049 -2.762 -2.519
C -2.355 -4.221 0.451
C -2.136 -5.335 -0.516
C -3.166 -5.734 -1.363
C -2.967 -6.718 -2.319
C -1.722 -7.317 -2.444
C -0.697 -6.948 -1.589
C -0.890 -5.971 -0.612
C 0.201 -5.669 0.349
Sb 1.309 -3.815 0.006
C 2.914 -4.418 1.304
C 1.956 -4.176 -2.009
H -4.506 -2.244 -0.209
H -4.020 -0.650 -0.803
H -3.867 -1.035 0.930
H -3.002 -3.270 -2.654
H -1.246 -3.422 -2.840
H -2.036 -1.851 -3.116
H -3.411 -4.125 0.701
H -1.794 -4.327 1.378
H -4.147 -5.283 -1.255
H -3.784 -7.022 -2.959
H -1.557 -8.085 -3.187
H 0.260 -7.457 -1.645
H 1.021 -6.382 0.253
H -0.126 -5.644 1.388
H 3.545 -5.130 0.773
H 2.479 -4.926 2.164
H 3.513 -3.575 1.637
H 2.948 -4.622 -2.002
H 1.970 -3.256 -2.587
H 1.255 -4.880 -2.458
C 4.246 -2.204 -0.836
As 3.130 -0.865 0.038
C 3.790 0.579 -1.073
C 4.071 -0.694 1.741
H 5.265 -1.832 -0.731
H 4.004 -2.256 -1.895
H 4.209 -3.198 -0.401
H 4.837 0.735 -0.817
H 3.253 1.504 -0.930
H 3.710 0.265 -2.113
H 4.829 0.081 1.641
H 4.568 -1.633 1.980
H 3.390 -0.427 2.545
N -7.993 4.354 -0.550
C -6.987 3.802 -0.499
C -5.740 3.108 -0.430
C -5.130 2.652 -1.606
C -3.925 1.995 -1.545
C -3.303 1.784 -0.297
C -3.932 2.231 0.884
C -5.139 2.884 0.814
C -2.040 1.208 -0.221
C -0.871 0.809 -0.116
H -5.611 2.821 -2.560
H -3.443 1.652 -2.452
H -3.445 2.067 1.836
H -5.625 3.230 1.716
N -1.066 0.106 5.005
N -0.307 -0.550 4.112
N 0.448 -1.565 4.455
C 0.954 -1.941 3.297
N 0.513 -1.150 2.307
N -0.317 -0.265 2.846
H -0.831 -0.110 5.962
H -1.240 1.074 4.780
H 1.665 -2.743 3.199
C 0.506 0.826 -0.003
Ge 1.074 2.790 -0.110
C 1.160 3.205 -2.031
C -0.011 3.418 -2.755
C 0.054 3.898 -4.055
C 1.288 4.162 -4.635
C 2.457 3.926 -3.927
C 2.396 3.448 -2.624
C 2.692 3.344 0.851
C 3.128 2.672 1.991
C 4.191 3.169 2.729
C 4.818 4.343 2.331
C 4.368 5.032 1.213
C 3.302 4.537 0.474
C -0.426 3.683 0.802
C -1.107 4.755 0.233
C -2.082 5.432 0.957
C -2.366 5.054 2.261
C -1.672 4.000 2.844
C -0.708 3.317 2.120
H -0.977 3.227 -2.298
H -0.854 4.078 -4.616
H 1.336 4.557 -5.641
H 3.420 4.120 -4.381
H 3.317 3.286 -2.077
H 2.616 1.763 2.293
H 4.526 2.656 3.622
H 5.651 4.730 2.902
H 4.844 5.959 0.923
H 2.946 5.086 -0.390
H -0.861 5.081 -0.771
H -2.600 6.270 0.511
H -3.110 5.593 2.833
H -1.868 3.747 3.881
H -0.139 2.514 2.578

spin multiplicity	1
net charge	+3
orbital gap	5.35	eV
highest occupied orbital energy	-0.5681	hartree
maximum force	4.43	eV/A

These are the Mulliken partial charges, in e, on atoms 1 to 99: Re -0.502; C -1.377; Sb 0.302; C -1.284; C -1.500; C 0.357; C -0.521; C -0.706; C -0.757; C -0.658; C 1.040; C -1.781; Sb 0.406; C -1.598; C -1.354; H 0.668; H 0.403; H 0.405; H 0.456; H 0.309; H 0.531; H 0.801; H 0.433; H 0.491; H 0.441; H 0.450; H 0.452; H 0.733; H 0.708; H 0.551; H 0.565; H 0.399; H 0.503; H 0.386; H 0.515; C -1.281; As 0.861; C -0.624; C -1.569; H 0.511; H 0.377; H 0.379; H 0.572; H -0.607; H 0.527; H 0.474; H 0.557; H 0.390; N -0.359; C -0.387; C 0.634; C -0.787; C -0.433; C 0.814; C -0.334; C -0.797; C 0.448; C -1.242; H 0.542; H 0.626; H 0.721; H 0.548; N -0.568; N 1.025; N -0.999; C -0.584; N 0.526; N -0.099; H 0.332; H 0.231; H 0.513; C 1.361; Ge 0.318; C 0.643; C -0.102; C -0.876; C -0.635; C -0.951; C 0.066; C 1.190; C -0.326; C -0.752; C -0.672; C -0.804; C -0.914; C 0.158; C -0.413; C -0.908; C -0.649; C -0.864; C 0.209; H 0.387; H 0.458; H 0.429; H 0.449; H 0.545; H 0.452; H 0.487; H 0.421



# 2
ORCA calculation (wB97M-V/def2-TZVPD) on a molecular structure, C44H51CrNP2Si.

Cartesian coordinates (Å):
Cr 1.010 -0.188 -0.827
C -2.813 -0.025 0.149
C -2.414 -0.150 -1.132
C -2.462 0.802 -2.287
C -1.286 1.758 -2.641
C -0.358 2.026 -1.468
C -0.805 2.384 -0.221
C -2.237 2.431 0.218
C -2.746 1.237 1.028
C 2.579 -1.303 -1.445
H -3.051 -1.004 0.630
H -1.937 -1.103 -1.442
H -3.380 1.395 -2.200
H -2.626 0.186 -3.187
H -0.698 1.355 -3.490
H -1.687 2.710 -3.075
H 0.594 2.488 -1.798
H -0.043 2.546 0.570
H -2.855 2.574 -0.671
H -2.306 3.343 0.833
H -2.063 1.039 1.898
H -3.718 1.504 1.529
H 2.813 -1.752 -0.458
H 3.354 -0.600 -1.821
H 2.252 -2.027 -2.220
P -0.008 -2.121 -8.550
P 1.869 0.391 -8.981
C -0.685 -0.598 -9.232
C 0.132 0.452 -9.509
C -0.594 -3.230 -9.923
C -1.645 -2.879 -10.789
C -2.204 -3.850 -11.627
C -1.577 -5.089 -11.789
C -0.377 -5.333 -11.105
C 0.117 -4.418 -10.174
C -1.163 -2.286 -7.123
C -0.887 -1.368 -6.099
C -1.570 -1.430 -4.890
C -2.528 -2.439 -4.695
C -2.892 -3.281 -5.759
C -2.231 -3.185 -6.989
C 2.500 1.069 -10.551
C 2.362 0.235 -11.673
C 2.857 0.635 -12.919
C 3.514 1.875 -13.073
C 3.593 2.729 -11.962
C 3.074 2.331 -10.720
C 2.002 1.905 -7.979
C 3.211 2.038 -7.285
C 3.441 3.165 -6.508
C 2.449 4.152 -6.413
C 1.270 4.048 -7.161
C 1.045 2.926 -7.963
H -1.771 -0.517 -9.337
H -0.204 1.350 -10.048
H -2.037 -1.861 -10.837
H -3.128 -3.621 -12.159
H -2.014 -5.842 -12.457
H 0.158 -6.259 -11.302
H 1.045 -4.606 -9.634
H -0.139 -0.595 -6.247
H -1.349 -0.700 -4.103
H -3.001 -2.559 -3.710
H -3.696 -4.010 -5.619
H -2.551 -3.800 -7.831
H 1.851 -0.725 -11.570
H 2.749 -0.021 -13.791
H 3.959 2.172 -14.047
H 4.077 3.705 -12.080
H 3.123 3.030 -9.886
H 3.964 1.261 -7.370
H 4.390 3.274 -5.980
H 2.608 5.020 -5.765
H 0.518 4.839 -7.125
H 0.139 2.857 -8.568
C 2.785 2.131 1.313
Si 1.726 1.066 2.405
C 2.851 0.350 3.754
C 0.743 2.405 3.329
N 0.854 -0.057 1.280
C 0.272 -0.998 2.137
C 0.103 -2.352 1.748
C -0.557 -3.244 2.594
C -1.055 -2.830 3.837
C -0.750 -1.548 4.327
C -0.062 -0.670 3.497
H 3.541 2.577 1.987
H 2.192 2.941 0.855
H 3.275 1.545 0.522
H 3.461 1.200 4.115
H 2.373 -0.078 4.651
H 3.554 -0.420 3.393
H -0.161 2.722 2.797
H 0.453 2.194 4.371
H 1.427 3.263 3.387
H 0.589 -2.649 0.813
H -0.653 -4.282 2.298
H -1.636 -3.519 4.453
H -1.002 -1.203 5.337
H 0.240 0.292 3.940

spin multiplicity	5
net charge	0
expectation value of S²	6.054
orbital gap (alpha / beta)	6.80 / 6.95	eV
energy relative to the best compared isomer or geometry (same formula, charge and spin)	47.0	kJ/mol
highest occupied orbital energy (alpha / beta)	-0.2539 / -0.2612	hartree
maximum force	2.25	eV/A

These are the Mulliken partial charges, in e, on atoms 1 to 99: Cr 0.651; C -0.717; C 0.137; C -1.394; C -0.349; C -1.002; C 0.571; C -1.289; C -0.283; C -1.273; H 0.321; H 0.414; H 0.609; H 0.618; H 0.216; H 0.282; H 0.563; H -0.143; H 0.463; H 0.533; H -0.053; H 0.470; H 0.245; H 0.313; H 0.383; P 0.043; P 0.020; C -0.767; C -0.734; C 0.441; C -0.067; C -0.584; C -0.461; C -0.452; C -0.569; C 0.529; C -0.916; C -0.041; C -0.464; C -0.648; C -0.236; C 0.385; C -0.333; C -0.622; C -0.444; C -0.591; C -0.271; C 0.437; C -0.195; C -0.701; C -0.502; C -0.762; C -0.069; H 0.810; H 0.738; H 0.325; H 0.380; H 0.356; H 0.368; H 0.369; H 0.360; H 0.129; H 0.381; H 0.364; H 0.390; H 0.384; H 0.356; H 0.330; H 0.357; H 0.224; H 0.390; H 0.414; H 0.400; H 0.415; H 0.319; C -1.277; Si 0.329; C -1.152; C -1.250; N 0.546; C 0.473; C -0.577; C -0.481; C -0.646; C -0.818; C -0.033; H 0.358; H 0.330; H 0.251; H 0.347; H 0.373; H 0.288; H 0.254; H 0.500; H 0.465; H 0.226; H 0.394; H 0.361; H 0.386